{
  "formula": "C47H50Cl2N3OPSSiTi",
  "method": "ωB97M-V/def2-TZVPD",
  "homo_energy_ev": [-0.06, -0.10],
  "total_charge": -2,
  "lumo_ev": [4.18, 4.18],
  "total_energy_ev": -132230.94948,
  "gap_ev": [4.2, 4.3],
  "symbols": ["Ti", "Cl", "C", "C", "C", "C", "C", "Cl", "C", "S", "H", "H", "H", "C", "C", "C", "C", "C", "C", "P", "C", "C", "C", "C", "C", "C", "C", "C", "C", "C", "C", "C", "H", "H", "H", "H", "H", "H", "H", "H", "H", "H", "H", "H", "H", "H", "N", "C", "O", "C", "C", "C", "N", "C", "C", "H", "H", "H", "H", "H", "H", "C", "C", "C", "C", "C", "C", "C", "C", "N", "C", "C", "C", "C", "H", "H", "H", "H", "H", "H", "H", "H", "H", "H", "H", "H", "H", "H", "H", "H", "H", "H", "C", "Si", "C", "C", "C", "C", "H", "H", "H", "H", "H", "H", "H", "H", "H"],
  "coordinates": [[-0.81153, 0.36084, -0.58820], [2.95107, -1.47327, -2.50967], [2.97560, -0.34725, -3.82398], [4.15799, -0.10318, -4.48602], [4.18371, 0.77339, -5.56421], [3.00822, 1.38132, -5.97909], [1.83779, 1.12599, -5.30403], [0.39257, 1.89314, -5.87219], [1.75462, 0.27289, -4.18224], [0.28196, -0.03445, -3.39359], [5.06035, -0.60664, -4.16939], [5.10984, 0.97722, -6.08008], [2.99643, 2.05109, -6.82784], [-0.45298, -0.69270, 7.12534], [-0.18262, -1.90244, 6.49665], [0.08513, -1.94700, 5.14379], [0.08688, -0.77277, 4.37713], [-0.16349, 0.43662, 5.02954], [-0.43359, 0.48320, 6.37917], [0.34671, -0.64394, 2.56252], [1.39529, -2.11937, 2.33288], [2.45100, -2.38940, 3.19904], [3.33392, -3.41702, 2.92748], [3.19988, -4.16484, 1.76724], [2.16913, -3.88199, 0.88540], [1.26600, -2.87641, 1.17377], [-1.32203, -1.18539, 1.99447], [-2.06065, -2.13956, 2.69503], [-3.41767, -2.27136, 2.48275], [-4.06191, -1.35923, 1.65357], [-3.31925, -0.44665, 0.93073], [-1.91642, -0.37151, 0.99705], [-0.67441, -0.66003, 8.18439], [-0.18590, -2.82234, 7.07310], [0.31601, -2.89747, 4.67925], [-0.12749, 1.34469, 4.44058], [-0.63298, 1.43438, 6.85750], [2.57978, -1.78363, 4.08632], [4.14084, -3.61842, 3.62068], [3.90776, -4.95266, 1.53997], [2.07975, -4.43826, -0.03895], [0.45406, -2.65199, 0.49298], [-1.57971, -2.78526, 3.41830], [-3.98608, -3.04187, 2.99064], [-5.14485, -1.37199, 1.56892], [-3.86367, 0.24499, 0.29633], [1.01519, 7.07757, 0.39734], [0.42573, 6.19450, 1.32221], [0.11336, 6.63507, 2.43656], [0.24675, 4.84313, 0.88524], [-0.41981, 3.90735, 1.72610], [-0.71405, 2.65560, 1.28077], [-0.39155, 2.19805, 0.03370], [0.34364, 3.04875, -0.73589], [0.66525, 4.32332, -0.37581], [0.89235, 8.04638, 0.65397], [0.81366, 6.88374, -0.57102], [-0.71789, 4.23810, 2.71083], [-1.24580, 1.94134, 1.90698], [0.67957, 2.64974, -1.69213], [1.25608, 4.92199, -1.05512], [-0.58572, -4.18490, -1.52343], [-1.76385, -3.29072, -1.78960], [-2.98396, -3.84375, -2.17633], [-4.06451, -3.00455, -2.38503], [-5.41016, -3.57372, -2.75896], [-3.93075, -1.63285, -2.26250], [-2.69879, -1.01112, -1.94815], [-1.64000, -1.92521, -1.66730], [-2.39966, 0.30256, -1.81056], [-3.10176, 1.44058, -2.39552], [-2.17743, 2.06745, -3.46432], [-3.34359, 2.52225, -1.31728], [-4.45274, 1.19332, -3.10299], [-0.57312, -5.02706, -2.21673], [-0.64364, -4.58116, -0.50767], [0.34349, -3.62674, -1.62524], [-3.07985, -4.91414, -2.30603], [-5.45528, -4.64204, -2.54583], [-5.60635, -3.43515, -3.82564], [-6.20751, -3.07183, -2.20871], [-4.83801, -1.06966, -2.38877], [-0.66490, -1.48844, -1.39524], [-1.24654, 2.39641, -3.00245], [-2.65793, 2.92170, -3.94703], [-1.93327, 1.32803, -4.22480], [-2.40154, 2.76991, -0.82763], [-4.04356, 2.17355, -0.55907], [-3.75850, 3.41942, -1.78105], [-4.34371, 0.45636, -3.89663], [-4.78437, 2.13103, -3.55531], [-5.22311, 0.87455, -2.40168], [4.03213, 0.70523, 2.59103], [4.01369, 0.74866, 0.67891], [5.36205, -0.48771, 0.09615], [4.57893, 2.49537, 0.11375], [2.32719, 0.31969, 0.10248], [1.17392, -0.01536, -0.13635], [4.73052, 1.41451, 3.02396], [4.29269, -0.28426, 2.95280], [3.04370, 0.94041, 2.97267], [6.34119, -0.27498, 0.52308], [5.45964, -0.47654, -0.98549], [5.08967, -1.49810, 0.38920], [5.54593, 2.76423, 0.53661], [3.86349, 3.25316, 0.41999], [4.66834, 2.54751, -0.96805]],
  "forces_ev_per_angstrom": [[0.717, 1.664, -0.361], [0.332, -0.261, -0.168], [-0.331, 0.134, -0.021], [0.207, 0.056, -0.146], [-0.009, -0.016, 0.010], [0.315, -0.018, -0.099], [0.002, -0.174, 0.286], [-0.154, 0.238, -0.203], [0.432, -0.012, -0.005], [-0.726, -0.170, 0.233], [0.042, -0.029, 0.067], [0.109, -0.004, -0.050], [0.007, 0.036, -0.016], [0.005, 0.226, -0.188], [-0.064, -0.070, 0.377], [0.074, 0.336, -0.254], [-0.208, -0.178, 0.442], [0.162, -0.194, -0.506], [-0.154, -0.176, 0.622], [0.112, -0.181, 0.230], [-0.012, 0.111, -0.111], [-0.106, 0.062, -0.072], [0.195, -0.091, 0.050], [0.139, -0.061, -0.012], [0.008, -0.137, -0.098], [-0.132, -0.011, 0.044], [-0.021, 0.506, -0.135], [0.064, -0.155, -0.094], [-0.217, 0.054, -0.002], [-0.045, -0.124, 0.142], [-0.136, 0.172, -0.010], [-0.643, -0.780, 1.393], [0.019, -0.021, 0.040], [0.002, 0.033, -0.007], [-0.047, 0.013, -0.032], [-0.038, 0.107, 0.002], [0.008, 0.007, 0.021], [0.048, -0.011, 0.048], [0.073, -0.044, 0.001], [0.014, -0.015, 0.012], [-0.046, -0.040, -0.018], [0.070, -0.031, -0.008], [0.048, 0.001, 0.003], [0.021, 0.002, 0.079], [0.057, -0.029, -0.061], [0.136, -0.157, -0.151], [0.029, 0.037, -0.043], [0.014, 0.320, 0.085], [0.086, -0.046, -0.092], [-0.024, -0.388, -0.029], [0.098, 0.212, -0.448], [-0.338, 0.234, 1.210], [-0.631, -1.491, -0.561], [0.835, 0.673, -0.923], [-0.362, -0.052, 0.499], [-0.069, -0.135, 0.037], [0.041, 0.050, 0.020], [-0.053, -0.109, 0.077], [0.095, 0.250, -0.089], [-0.024, 0.003, 0.138], [0.063, -0.075, -0.115], [-0.050, 0.075, 0.071], [0.218, -0.006, 0.059], [0.016, 0.122, 0.008], [0.011, -0.228, 0.038], [0.075, 0.027, -0.066], [-0.068, 0.281, 0.058], [-0.260, -0.940, -0.429], [-0.249, 0.573, 0.063], [-0.300, 0.423, -0.162], [-0.370, 1.030, -0.493], [-0.258, -0.144, 0.190], [0.104, -0.318, -0.200], [0.280, -0.120, 0.194], [0.028, -0.010, -0.014], [0.079, -0.068, 0.048], [0.096, -0.029, -0.037], [-0.008, -0.100, 0.014], [-0.035, -0.020, 0.017], [-0.033, -0.006, -0.002], [-0.046, -0.024, 0.007], [0.025, 0.212, -0.029], [0.069, -1.008, -0.456], [0.005, -0.012, -0.135], [-0.086, 0.122, 0.083], [0.085, 0.033, 0.033], [-0.213, 0.096, -0.053], [-0.091, -0.031, 0.094], [-0.001, 0.045, -0.011], [-0.084, -0.066, -0.033], [0.073, 0.011, 0.050], [-0.087, -0.043, -0.003], [-0.105, 0.004, -0.547], [0.352, 0.131, 0.087], [-0.528, 0.360, 0.097], [-0.320, -0.618, 0.161], [1.116, -0.002, 0.203], [0.641, 0.227, 0.028], [0.213, 0.192, -0.013], [0.064, -0.232, 0.009], [-0.268, 0.088, 0.067], [0.081, 0.187, 0.151], [-0.038, 0.007, -0.211], [-0.124, -0.203, 0.050], [0.157, -0.104, 0.128], [-0.205, 0.089, 0.062], [-0.045, -0.056, -0.215]]
}